{"formula": "C31H52N8OS2V", "method": "the ωB97M-V functional and the def2-TZVPD basis", "symbols": ["V", "C", "C", "C", "N", "C", "C", "C", "C", "C", "C", "C", "N", "C", "C", "C", "N", "C", "C", "C", "C", "C", "C", "C", "N", "C", "C", "H", "H", "H", "H", "H", "H", "H", "H", "H", "H", "H", "H", "H", "H", "H", "H", "H", "H", "H", "H", "H", "H", "H", "H", "H", "H", "N", "C", "C", "N", "H", "H", "H", "H", "H", "H", "H", "H", "C", "S", "C", "O", "H", "H", "H", "H", "H", "H", "C", "C", "N", "C", "S", "N", "C", "C", "H", "H", "H", "H", "H", "H", "H", "H", "H", "H", "H", "H"], "coordinates": [[-0.404, -0.494, 0.296], [1.023, 0.867, 3.803], [1.968, 1.570, 2.829], [1.661, 1.361, 1.331], [0.242, 1.198, 0.992], [-0.576, 2.269, 1.132], [-0.116, 3.534, 1.481], [-0.789, 4.722, 1.757], [-2.142, 4.964, 1.814], [-3.151, 4.047, 1.523], [-3.056, 2.763, 1.040], [-1.936, 1.955, 0.740], [-2.025, 0.771, 0.130], [-3.196, 0.500, -0.707], [-3.818, -0.869, -0.508], [-2.775, -1.953, -0.721], [-1.761, -1.909, 0.324], [-2.019, -2.551, 1.496], [-3.195, -3.252, 1.731], [-3.611, -4.016, 2.822], [-2.931, -4.349, 3.967], [-1.634, -3.959, 4.295], [-0.773, -3.114, 3.635], [-0.926, -2.381, 2.435], [-0.014, -1.505, 2.003], [1.276, -1.446, 2.699], [1.307, -0.618, 3.983], [-0.015, 1.016, 3.496], [1.118, 1.345, 4.779], [2.993, 1.230, 3.003], [1.974, 2.634, 3.066], [2.194, 0.495, 0.950], [2.063, 2.191, 0.741], [0.958, 3.629, 1.532], [-0.144, 5.560, 1.995], [-2.457, 5.952, 2.124], [-4.163, 4.402, 1.678], [-4.014, 2.285, 0.889], [-2.889, 0.584, -1.759], [-3.954, 1.269, -0.594], [-4.629, -0.987, -1.230], [-4.253, -0.948, 0.491], [-2.289, -1.795, -1.688], [-3.219, -2.946, -0.788], [-3.935, -3.201, 0.946], [-4.611, -4.424, 2.732], [-3.442, -4.989, 4.674], [-1.248, -4.360, 5.226], [0.162, -2.964, 4.150], [2.013, -1.046, 2.006], [1.611, -2.463, 2.921], [2.303, -0.741, 4.418], [0.601, -1.022, 4.712], [-0.245, -0.149, -1.831], [0.643, -1.056, -2.606], [0.926, -2.264, -1.739], [1.263, -1.719, -0.412], [-1.170, -0.122, -2.244], [0.122, 0.811, -1.918], [1.571, -0.522, -2.810], [0.193, -1.340, -3.556], [1.738, -2.868, -2.147], [0.042, -2.897, -1.645], [2.133, -1.174, -0.516], [1.435, -2.468, 0.249], [6.015, -0.171, -1.640], [4.412, 0.595, -1.885], [4.789, 2.181, -1.141], [3.476, -0.093, -0.925], [6.760, 0.367, -2.226], [5.944, -1.196, -1.997], [6.265, -0.152, -0.581], [5.557, 2.678, -1.732], [5.127, 2.026, -0.117], [3.867, 2.761, -1.167], [0.013, 4.351, -6.302], [1.284, 4.596, -5.497], [1.373, 3.773, -4.294], [0.738, 3.990, -3.133], [0.956, 2.899, -1.838], [-0.040, 5.068, -3.042], [-0.825, 5.471, -1.879], [-2.271, 5.733, -2.266], [-0.007, 4.996, -7.180], [-0.882, 4.553, -5.713], [-0.031, 3.316, -6.640], [1.384, 5.649, -5.223], [2.163, 4.369, -6.098], [1.957, 2.955, -4.305], [-0.100, 5.674, -3.846], [-0.372, 6.360, -1.436], [-0.753, 4.665, -1.152], [-2.347, 6.513, -3.026], [-2.836, 6.064, -1.395], [-2.733, 4.827, -2.658]], "atomic_forces_ev_per_a": [[-0.265, -0.171, -0.011], [0.039, 0.021, -0.005], [-0.047, -0.011, -0.001], [0.021, -0.022, 0.046], [0.205, 0.028, -0.082], [-0.093, 0.027, 0.016], [0.059, -0.074, 0.020], [-0.073, 0.007, 0.003], [0.032, 0.000, 0.002], [0.025, -0.003, 0.019], [-0.035, -0.014, -0.021], [0.009, 0.064, 0.006], [0.152, -0.049, 0.045], [-0.032, -0.022, -0.010], [-0.044, 0.040, -0.031], [-0.026, -0.018, -0.002], [0.054, 0.157, -0.032], [0.022, -0.066, -0.005], [-0.029, 0.020, -0.001], [-0.010, -0.018, 0.006], [0.012, -0.007, -0.001], [-0.008, -0.003, -0.008], [-0.024, 0.004, -0.052], [0.078, 0.029, 0.044], [-0.159, 0.010, 0.093], [0.023, 0.011, 0.049], [-0.066, 0.030, 0.033], [-0.006, 0.002, -0.015], [0.001, -0.008, 0.000], [0.003, -0.002, -0.003], [-0.033, 0.030, -0.039], [-0.024, 0.046, -0.022], [0.009, -0.009, -0.003], [0.027, -0.031, 0.021], [-0.002, 0.008, -0.003], [0.010, 0.004, -0.002], [-0.006, -0.010, 0.000], [0.007, 0.024, 0.022], [0.020, 0.011, 0.005], [-0.001, -0.031, 0.002], [-0.005, 0.003, 0.006], [0.028, -0.007, 0.008], [0.013, -0.037, 0.006], [0.008, -0.010, -0.009], [0.002, -0.002, 0.007], [-0.004, 0.008, -0.007], [0.006, 0.000, 0.006], [-0.001, -0.005, -0.003], [0.025, 0.002, -0.001], [0.000, -0.019, 0.022], [0.008, -0.030, -0.027], [0.015, -0.011, -0.017], [0.009, -0.009, -0.015], [0.054, -0.125, -0.082], [-0.016, -0.083, 0.017], [-0.015, 0.042, -0.048], [0.072, 0.181, 0.104], [0.009, 0.038, -0.023], [-0.149, 0.098, 0.012], [-0.010, 0.001, 0.004], [-0.003, 0.021, 0.001], [0.012, 0.017, -0.005], [-0.001, 0.004, 0.012], [0.016, -0.058, -0.001], [0.026, -0.006, -0.011], [-0.075, -0.004, -0.031], [0.170, 0.111, 0.002], [-0.079, -0.049, -0.046], [0.004, -0.057, 0.055], [-0.012, 0.013, -0.009], [0.002, 0.000, 0.007], [-0.019, 0.002, 0.010], [0.002, -0.013, -0.010], [-0.006, -0.020, 0.004], [0.003, 0.014, 0.010], [0.025, 0.008, 0.012], [-0.017, 0.026, -0.031], [-0.007, 0.055, 0.076], [-0.045, -0.026, -0.160], [0.154, -0.054, 0.058], [0.017, -0.008, 0.016], [-0.027, 0.005, 0.020], [0.052, -0.021, -0.014], [0.006, 0.005, 0.003], [-0.015, -0.012, -0.013], [-0.009, -0.005, 0.003], [0.003, -0.002, 0.013], [-0.006, -0.021, 0.000], [-0.001, -0.002, -0.001], [-0.007, 0.006, -0.005], [0.000, 0.006, -0.011], [0.004, 0.011, -0.013], [-0.013, 0.014, 0.011], [-0.008, 0.006, -0.002], [-0.019, -0.001, 0.004]], "lowdin_charge": [1.0276, -0.1857, -0.1538, -0.2199, -0.0922, -0.2385, -0.0033, -0.0408, -0.0574, -0.0386, 0.0192, -0.1913, -0.0385, -0.1958, -0.1436, -0.2137, -0.0885, -0.1845, 0.0197, -0.0318, -0.0472, -0.0256, 0.0221, -0.1829, -0.0640, -0.2092, -0.1666, 0.1068, 0.1212, 0.1254, 0.1032, 0.0642, 0.0846, 0.1002, 0.1234, 0.1179, 0.1214, 0.1094, 0.1182, 0.1053, 0.1315, 0.1218, 0.1057, 0.1214, 0.1021, 0.1222, 0.1194, 0.1237, 0.0962, 0.0933, 0.1244, 0.1286, 0.1084, -0.0265, -0.1803, -0.1935, -0.0188, 0.0732, -0.0353, 0.1036, 0.1304, 0.1322, 0.1147, 0.0466, 0.1100, -0.2443, 0.8534, -0.2498, -0.5913, 0.0656, 0.0576, 0.0661, 0.0662, 0.0672, 0.0070, -0.0726, -0.2249, -0.0056, -0.7671, 0.7228, 0.0187, -0.2482, -0.0698, 0.0845, 0.0664, 0.0798, 0.1177, 0.1242, 0.1166, 0.1271, 0.1260, 0.0459, 0.0791, 0.0725, 0.0780], "multiplicity": 2, "de_lowest_ev": 0.000, "s_squared": 0.82, "charge": 2, "homo_energy_ev": [-12.41, -12.52], "molar_mass_g_mol": 667.9, "lumo_ha": [-0.2248, -0.2005], "gap_ha": [0.2314, 0.2597]}